Record 1
C40H18BF25GeN4OPtS2 as an isolated structure, computed with ωB97M-V/def2-TZVPD.

Positions of all 93 atoms, in Å:
Pt (-1.2916, -1.4014, 0.0842)
S (-8.6022, -1.3264, -1.1495)
N (-7.5909, -0.1054, -0.8543)
C (-6.3805, -0.6266, -0.7555)
C (-5.1620, 0.1165, -0.4939)
C (-5.1034, 1.4981, -0.3068)
C (-3.8849, 2.0705, -0.0409)
C (-2.7536, 1.2639, 0.0354)
N (-2.7860, -0.0399, -0.1769)
C (-3.9858, -0.6147, -0.4170)
C (-3.9723, -2.0514, -0.5874)
N (-2.7665, -2.6403, -0.4770)
C (-2.6424, -3.9450, -0.6799)
C (-3.7511, -4.7363, -0.9675)
C (-4.9993, -4.1615, -1.0453)
C (-5.1186, -2.7825, -0.8636)
C (-6.3608, -2.0373, -0.9377)
N (-7.5551, -2.5528, -1.1703)
H (-6.0117, 2.0834, -0.3532)
H (-3.7861, 3.1302, 0.1465)
H (-1.8001, 1.6826, 0.2982)
H (-1.6361, -4.3371, -0.5976)
H (-3.6098, -5.7977, -1.1090)
H (-5.8839, -4.7503, -1.2475)
F (-3.4065, -0.6291, 4.3892)
B (-2.9701, -0.5545, 3.0845)
F (-1.6016, -0.9234, 2.9984)
F (-3.1185, 0.7640, 2.5878)
F (-3.7216, -1.4197, 2.2431)
C (5.4043, -1.5858, -0.4474)
C (4.2876, -1.6388, -1.4979)
C (4.6001, -0.6915, -2.6646)
C (4.1775, -3.0670, -2.0407)
C (3.0185, -1.1977, -0.8850)
C (2.0223, -0.7423, -0.3833)
H (6.3483, -1.8898, -0.9033)
H (5.1855, -2.2619, 0.3792)
H (5.5276, -0.5846, -0.0412)
H (5.5721, -0.9455, -3.0923)
H (4.6306, 0.3434, -2.3306)
H (3.8436, -0.7780, -3.4452)
H (5.1100, -3.3181, -2.5502)
H (3.3561, -3.1594, -2.7511)
H (4.0238, -3.7807, -1.2388)
F (3.9327, 1.6700, 1.1561)
C (4.0443, 2.1499, -0.0865)
C (2.9004, 2.3376, -0.8448)
C (3.0700, 2.8232, -2.1307)
F (2.0195, 3.0011, -2.9391)
C (4.3184, 3.1486, -2.6337)
F (4.4513, 3.6105, -3.8731)
C (5.4363, 2.9757, -1.8365)
F (6.6375, 3.2728, -2.3078)
C (5.3036, 2.4686, -0.5529)
F (6.3806, 2.2918, 0.2055)
Ge (1.1676, 2.1699, 0.0125)
S (0.6712, -0.0318, 0.3469)
C (-0.1773, 3.0524, -1.1098)
C (-0.9270, 2.4026, -2.0781)
F (-0.7569, 1.0974, -2.2992)
C (-1.8690, 3.0573, -2.8486)
F (-2.5915, 2.3926, -3.7455)
C (-2.0581, 4.4191, -2.6798)
F (-2.9566, 5.0594, -3.4124)
C (-1.2978, 5.1112, -1.7523)
F (-1.4570, 6.4220, -1.6058)
C (-0.3692, 4.4199, -0.9942)
F (0.3749, 5.1306, -0.1365)
C (1.2218, 3.0101, 1.7606)
C (0.2428, 2.6741, 2.6789)
F (-0.6955, 1.7960, 2.3218)
C (0.1872, 3.2180, 3.9499)
F (-0.7650, 2.8759, 4.8025)
C (1.1508, 4.1447, 4.3130)
F (1.1258, 4.6884, 5.5196)
C (2.1374, 4.5173, 3.4117)
F (3.0459, 5.4230, 3.7624)
C (2.1574, 3.9522, 2.1521)
F (3.0998, 4.3714, 1.2979)
C (0.9748, -2.7428, 2.4390)
C (0.2869, -3.6387, 1.4100)
O (-0.1066, -3.0062, 0.2406)
C (-0.9057, -4.3711, 2.0894)
F (-1.2824, -5.4749, 1.4001)
F (-0.6144, -4.7729, 3.3341)
F (-1.9745, -3.5824, 2.1527)
C (1.2929, -4.7107, 0.9432)
F (0.8423, -5.4453, -0.0817)
F (1.6230, -5.5579, 1.9325)
F (2.4268, -4.1282, 0.5306)
H (0.2515, -2.0431, 2.8489)
H (1.7726, -2.1994, 1.9400)
H (1.4013, -3.3280, 3.2521)

Results
Charge: 0
Relative energy (zero: lowest compared OMol25 entry of this formula, charge and spin) (kcal/mol): 13.8
E_HOMO (eV): -9.2971
LUMO (eV): -1.2

***

Record 2
A 11-piece molecular cluster, C9H36ClFN2O13P overall, computed with ωB97M-V/def2-TZVPD.

Positions of all 63 atoms, in Å:
C (1.6768, -1.5986, 2.5291)
C (0.4801, -1.8572, 2.4888)
C (-0.9876, -2.3570, 2.2803)
C (-1.7634, -1.5554, 1.1440)
C (-1.1404, -1.8281, -0.2763)
C (-1.2782, -0.6466, -1.3106)
C (0.0517, -0.6214, -2.2144)
N (0.9847, 0.5077, -1.8917)
P (2.6214, 0.2078, -2.4074)
O (3.1380, 1.5046, -2.9609)
O (3.6617, -0.1810, -1.1374)
O (2.6773, -0.8869, -3.6711)
C (0.9216, 0.7767, -0.4081)
C (-0.5040, 1.4831, -0.1969)
Cl (-0.7567, 2.0273, 1.5280)
N (-1.6514, 0.6765, -0.7441)
F (-2.1379, 1.4195, -1.8135)
H (2.6874, -1.1806, 2.2702)
H (-1.5043, -2.2660, 3.2848)
H (-0.9967, -3.4542, 1.9805)
H (-2.8549, -1.9168, 1.1885)
H (-1.7830, -0.4803, 1.4674)
H (-0.0773, -2.2096, -0.1217)
H (-1.6934, -2.7255, -0.7118)
H (-2.1086, -0.9333, -2.0344)
H (0.6195, -1.6009, -2.0720)
H (-0.2498, -0.6126, -3.3095)
H (3.3714, -1.0017, -0.6761)
H (3.0630, -1.7372, -3.3514)
H (0.9947, -0.1691, 0.2073)
H (1.7164, 1.5213, -0.0656)
H (-0.4278, 2.4469, -0.7962)
H (-2.4362, 0.6713, -0.0466)
O (3.4160, 1.7141, 1.1602)
H (3.4554, 2.5998, 1.5522)
H (3.9937, 1.7740, 0.3883)
O (-0.0456, 1.2575, 4.6422)
H (-0.2897, 1.6975, 3.8193)
H (0.0387, 0.3279, 4.3950)
O (5.3175, -2.0814, -3.1012)
H (5.3668, -1.1974, -2.7139)
H (5.8967, -2.0306, -3.8717)
O (1.4191, -1.8198, -6.0534)
H (0.5018, -1.5780, -5.8831)
H (1.9258, -1.2824, -5.4285)
O (5.0068, 3.4064, 3.2621)
H (4.7103, 3.6796, 4.1387)
H (5.7769, 2.8529, 3.4376)
O (2.4683, 4.4960, 1.7511)
H (3.2376, 5.0350, 1.9765)
H (1.7743, 5.1413, 1.5726)
O (-3.7893, 0.3588, 1.1794)
H (-3.8560, 0.4582, 2.1385)
H (-4.6607, 0.0325, 0.9191)
O (-6.0398, 0.0930, 2.9515)
H (-6.5803, 0.8010, 3.3233)
H (-6.4255, -0.7127, 3.3169)
O (-4.0363, -3.7006, 0.9825)
H (-4.0041, -4.3633, 1.6838)
H (-4.6533, -4.0726, 0.3399)
O (-4.9398, 1.6178, -3.5461)
H (-4.8284, 2.5488, -3.7744)
H (-4.4711, 1.5240, -2.7098)

Results
Charge: +1
E_HOMO (eV): -12.7748
LUMO (eV): -3.0

***

Record 3
A 2-piece molecular cluster, C2H8N2O2 overall, computed with ωB97M-V/def2-TZVPD.

Positions of all 14 atoms, in Å:
N (-2.3314, 1.5646, -0.9570)
C (-1.3969, 0.7426, -1.8067)
C (-0.7574, -0.3141, -0.9304)
N (-1.5958, -0.7344, 0.0482)
O (0.4371, -0.7443, -1.1833)
H (-2.6126, 2.3683, -1.4232)
H (-1.9269, 1.9389, -0.0330)
H (-0.5370, 1.3223, -2.0210)
H (-1.9620, 0.3394, -2.6804)
H (-2.3846, -0.2158, 0.3464)
H (-1.4593, -1.5884, 0.5257)
O (5.1930, -1.6982, 3.4806)
H (5.3016, -0.8209, 3.1523)
H (6.0322, -2.1600, 3.4817)

Results
Charge: 0
Relative energy (zero: lowest compared OMol25 entry of this formula, charge and spin) (kcal/mol): 31.2
E_HOMO (eV): -9.7628
SMILES: NCC(N)=O.O
LUMO (eV): 0.9

***

Record 4
C4H2CrO as an isolated structure, computed with ωB97M-V/def2-TZVPD.

Positions of all 8 atoms, in Å:
C (0.3264, 0.9580, -1.4155)
C (-0.9617, -0.9607, -0.2571)
C (-0.1670, 0.0261, -0.5243)
C (0.7686, 0.1051, 1.9409)
O (0.1676, -0.7658, 2.4217)
Cr (-1.2691, -1.9495, 1.4328)
H (-0.0836, 1.0486, -2.4222)
H (1.2189, 1.5383, -1.1763)

Results
Multiplicity: 5
Charge: +2
Relative energy (zero: lowest compared OMol25 entry of this formula, charge and spin) (kcal/mol): 21.6
E_HOMO (alpha / beta) (eV): -20.4066 / -20.7284
LUMO (alpha / beta) (eV): -12.0 / -12.2

***

Record 5
A 3-piece molecular cluster, C4H14NO overall, computed with ωB97M-V/def2-TZVPD.

Positions of all 20 atoms, in Å:
C (2.9016, -0.4721, 0.3927)
C (2.8029, 0.5425, -0.7239)
N (-1.8940, -0.0131, -1.2259)
C (-2.7668, -0.1169, -0.0676)
C (-2.3302, 0.9077, 0.9426)
H (2.0527, -1.2503, 0.5227)
H (2.8932, 0.0002, 1.3778)
H (3.8156, -1.0806, 0.3205)
H (3.7848, 0.7279, -1.1616)
H (1.9933, 0.3852, -1.4300)
H (2.6283, 1.5306, -0.2659)
H (-0.9438, -0.3823, -1.0570)
H (-2.5161, -1.0560, 0.4307)
H (-3.8211, -0.1479, -0.3381)
H (-1.2550, 0.7384, 1.1469)
H (-2.5001, 1.9831, 0.8945)
H (-2.7912, 0.6700, 1.9127)
H (-2.3123, -0.1393, -2.1431)
H (-0.0053, -1.8668, 0.3720)
O (0.2636, -0.9602, 0.1001)

Results
Charge: +1
Relative energy (zero: lowest compared OMol25 entry of this formula, charge and spin) (kcal/mol): 194.0
E_HOMO (eV): -14.4013
LUMO (eV): -9.8

***

Record 6
CHF3NO5S2Tl as an isolated structure, computed with ωB97M-V/def2-TZVPD.

Positions of all 14 atoms, in Å:
O (0.9422, -0.7815, 2.4079)
Tl (-1.1895, 1.6746, 1.7659)
H (1.3309, 1.4100, 1.4630)
N (0.0804, -0.5575, 0.1964)
S (-0.8833, 0.1631, -0.8624)
O (-1.1954, 1.5020, -0.1710)
O (-1.9477, 0.0676, -1.8788)
S (-0.4556, -0.7620, 1.8029)
O (0.4838, 1.8906, 2.4799)
O (-1.0171, -2.1094, 2.1264)
C (0.7241, -0.5612, -2.0667)
F (0.8430, -1.8726, -2.2451)
F (0.3786, -0.0457, -3.2408)
F (1.9057, -0.0181, -1.7774)

Results
Charge: 0
Relative energy (zero: lowest compared OMol25 entry of this formula, charge and spin) (kcal/mol): 114.8
E_HOMO (alpha / beta) (eV): -9.6968 / -9.6929
LUMO (alpha / beta) (eV): -4.3 / -4.4

***

Record 7
C2H8N2O as an isolated structure, computed with ωB97M-V/def2-TZVPD.

Positions of all 13 atoms, in Å:
C (0.8183, 0.6727, -1.3669)
C (-0.2089, 0.5096, -0.2801)
O (-0.9536, 1.3856, 0.0969)
H (-1.0758, -0.9582, -0.9458)
H (1.1874, -0.2944, -1.7215)
H (0.3811, 1.2277, -2.2007)
H (1.6570, 1.2586, -0.9664)
N (0.1811, -0.5981, 0.7335)
N (-0.5104, -0.5727, 1.9678)
H (-1.4218, -1.0106, 1.8061)
H (-0.6964, 0.4115, 2.1934)
H (1.1858, -0.7222, 0.8772)
H (-0.5440, -1.3095, -0.1936)

Results
Charge: 0
Relative energy (zero: lowest compared OMol25 entry of this formula, charge and spin) (kcal/mol): 107.2
E_HOMO (eV): -8.9463
LUMO (eV): 1.0

***

Record 8
C30H36N7O4STl as an isolated structure, computed with ωB97M-V/def2-TZVPD.

Positions of all 79 atoms, in Å:
Tl (0.5940, -0.1177, 0.4102)
C (3.1026, -2.5609, 0.3903)
N (2.3472, -1.9471, -0.6932)
C (3.2230, -1.3581, -1.7032)
C (2.5478, -0.2351, -2.4368)
C (2.3932, -0.2200, -3.8116)
C (1.8223, 0.8954, -4.4034)
C (1.4242, 1.9523, -3.5992)
C (1.5903, 1.8331, -2.2273)
N (2.1440, 0.7617, -1.6626)
C (1.4347, -2.8880, -1.3133)
C (0.2008, -3.2018, -0.5027)
C (-0.7873, -3.9959, -1.0812)
C (-1.9412, -4.2512, -0.3713)
C (-2.0783, -3.7183, 0.9045)
C (-1.0480, -2.9413, 1.3963)
N (0.0716, -2.6833, 0.7150)
C (3.9214, -1.5658, 1.1763)
C (5.2520, -1.8153, 1.4936)
C (5.9609, -0.8697, 2.2163)
C (5.3245, 0.2986, 2.6013)
C (3.9911, 0.4579, 2.2561)
N (3.3027, -0.4488, 1.5664)
H (3.7578, -3.3607, 0.0110)
H (2.3766, -3.0110, 1.0682)
H (3.5825, -2.1044, -2.4259)
H (4.0965, -0.9424, -1.1986)
H (2.6907, -1.0758, -4.4041)
H (1.6770, 0.9346, -5.4754)
H (0.9706, 2.8398, -4.0214)
H (1.2427, 2.6053, -1.5503)
H (1.9471, -3.8326, -1.5679)
H (1.0846, -2.4471, -2.2485)
H (-0.6599, -4.3637, -2.0919)
H (-2.7352, -4.8409, -0.8116)
H (-2.9685, -3.8910, 1.4944)
H (-1.1154, -2.4904, 2.3817)
H (5.7205, -2.7377, 1.1745)
H (7.0007, -1.0397, 2.4679)
H (5.8460, 1.0681, 3.1541)
H (3.4406, 1.3499, 2.5433)
O (-0.7563, -1.4802, -3.6322)
N (-1.5171, -1.1469, -2.7112)
O (-2.7393, -1.3028, -2.7947)
O (-1.0394, -0.6122, -1.6600)
N (-2.1415, 1.1468, 8.0208)
C (-1.5750, 1.0562, 7.0256)
C (-0.8586, 0.9448, 5.7778)
C (-1.0775, 1.8634, 4.7592)
C (-0.3549, 1.7200, 3.5858)
N (0.5389, 0.7500, 3.3987)
C (0.7304, -0.1338, 4.3759)
C (0.0577, -0.0821, 5.5856)
H (-1.7924, 2.6646, 4.8825)
H (-0.5058, 2.3984, 2.7508)
H (1.4541, -0.9174, 4.1740)
H (0.2359, -0.8142, 6.3604)
C (-2.4839, 4.2806, -3.9478)
C (-3.4867, 4.0911, -2.8067)
C (-2.8289, 3.7769, -1.4628)
S (-1.9390, 2.1908, -1.4801)
O (-1.0587, 2.2389, -0.2554)
C (-3.3563, 1.1010, -1.1055)
C (-3.5405, 0.8716, 0.3879)
C (-4.3979, -0.3651, 0.6470)
H (-2.9889, 4.5860, -4.8643)
H (-1.9368, 3.3602, -4.1551)
H (-1.7555, 5.0556, -3.6905)
H (-4.1910, 3.2958, -3.0675)
H (-4.0773, 5.0023, -2.6936)
H (-3.5503, 3.7434, -0.6443)
H (-2.0611, 4.5144, -1.2195)
H (-3.1304, 0.1648, -1.6236)
H (-4.2343, 1.5538, -1.5711)
H (-3.9925, 1.7490, 0.8582)
H (-2.5573, 0.7437, 0.8419)
H (-5.3862, -0.2714, 0.1911)
H (-4.5344, -0.5276, 1.7179)
H (-3.9198, -1.2516, 0.2248)

Results
Charge: 0
Relative energy (zero: lowest compared OMol25 entry of this formula, charge and spin) (kcal/mol): 0.1
E_HOMO (eV): -7.7893
LUMO (eV): -0.2

***

We obtain max |F| values of 0.69, 5.54, 5.16, 3.56, 2.63, 9.23, 2.68, 0.89 eV/A for the records listed above, in that order.
We obtain calculated total energy values of -7343.697006, -2353.212837, -340.980730, -1272.392462, -290.266015, -1737.687509, -265.612362, -2419.587276 hartree for the records listed above, in that order.